DFT (wB97M-V/def2-TZVPD) results for 2 unconnected molecules or ions with the total composition C4H10O2.

Electronic energy ... -8403.1457 eV
Energy relative to the best compared isomer or geometry (same formula, charge and spin) ... 231.7 kJ/mol
Structure (SMILES) ... C=C(CO)CO.[H][H]
Molecular weight ... 90.12 Da
Kohn-Sham gap ... 10.400 eV

Geometry (Å):
C (-1.333, -1.086, 0.634)
C (-0.194, -0.435, 0.422)
C (0.896, -1.029, -0.432)
O (1.449, -0.038, -1.303)
C (0.151, 0.863, 1.118)
O (0.360, 1.947, 0.232)
H (-1.545, -2.039, 0.153)
H (-2.088, -0.700, 1.315)
H (0.512, -1.879, -1.014)
H (1.684, -1.397, 0.244)
H (2.337, -0.321, -1.552)
H (-0.659, 1.155, 1.796)
H (1.051, 0.682, 1.737)
H (0.920, 1.600, -0.482)
H (-2.087, 1.208, -1.572)
H (-1.455, 1.472, -1.295)